DFT (the ωB97M-V functional and the def2-TZVPD basis) results for C38H26BrN2O8PTm as an isolated structure at a distorted geometry.

Calculated values
Gap between HOMO and LUMO (alpha / beta): 8.15 / 8.16 eV
Relative energy (zero: lowest compared OMol25 entry of this formula, charge and spin): 15.3 kcal/mol
Calculated total energy: -6176.04200 hartree
Charge: -1
Spin multiplicity: 3
M: 918.4 g mol⁻¹

Structure (XYZ):
```
77
Properties=species:S:1:pos:R:3:forces:R:3:lowdin_spin:R:1
O 0.2608 -17.4181 7.4267 -1.109 0.541 -0.084 0.00
C -4.2638 -18.9038 3.4846 0.913 -0.450 0.214 0.00
C -6.1068 -12.7614 4.5016 0.603 -0.844 0.766 0.00
C -0.5551 -13.5656 4.4527 0.831 -0.023 -0.608 0.00
H -5.5950 -13.2102 9.9782 -0.153 0.008 -0.135 0.00
C -3.9438 -21.8041 5.6932 -0.237 1.598 -1.544 0.00
C -3.8410 -16.8640 10.7008 1.322 -0.632 -1.621 0.00
C -7.0692 -19.0304 7.3013 -0.024 0.122 -1.018 0.00
C -2.3041 -13.0776 9.1455 0.583 1.121 1.186 0.00
H -10.1485 -19.5443 5.9930 0.152 0.170 -0.426 0.00
C -4.2719 -16.3908 11.8965 -0.833 1.634 1.406 0.00
H -0.5022 -16.3649 11.1295 0.042 -0.061 -0.293 0.00
C -6.5288 -13.4500 3.3265 0.482 1.493 1.995 0.00
H 1.3031 -15.7535 6.2293 -0.587 0.360 -0.205 0.00
C -4.4778 -22.6982 3.5799 -0.251 -1.564 0.565 0.00
C -5.9716 -14.6689 3.0255 0.730 -0.767 1.278 0.00
H -0.3837 -12.7294 3.7870 -0.415 0.222 0.100 0.00
C -4.7046 -13.3448 9.3812 1.882 -0.015 0.769 0.00
C -7.0123 -18.6193 4.9970 1.528 -0.411 1.876 0.00
N -4.0150 -20.5452 5.1415 0.818 -1.535 1.225 0.00
H -6.5333 -19.0660 8.2426 0.021 0.061 0.007 0.00
C -4.4992 -21.4421 3.0360 0.638 1.170 -1.572 0.00
C -5.0976 -15.2930 3.9636 -0.881 0.146 -2.095 0.00
H 1.5794 -13.7909 4.8638 -0.130 0.224 -0.307 0.00
H -2.0497 -17.2451 9.4365 -0.652 -0.003 0.059 0.00
C -2.3088 -13.8677 8.0186 1.415 0.197 -1.230 0.00
Br -0.7159 -15.1825 13.6341 0.107 0.398 0.560 0.00
C -9.0994 -19.2608 5.9999 1.393 0.737 0.436 0.00
C -4.1617 -22.9239 4.9392 -0.509 3.163 -1.766 0.00
C -3.5049 -21.7918 7.1028 1.212 -0.657 1.272 0.00
H -3.5438 -15.2523 13.6881 -0.991 -0.256 0.281 0.00
C -4.1675 -20.3575 3.8576 -1.222 -1.061 0.432 0.00
C -8.3398 -18.8510 4.8535 -1.544 -1.743 1.290 0.00
O -3.0826 -22.8489 7.5900 -0.727 0.847 -0.259 0.00
N -6.3457 -18.7631 6.1989 -1.002 0.501 -0.261 0.00
H -3.3913 -12.2023 10.7754 -0.356 -0.093 -0.697 0.00
H -4.7415 -23.6055 3.0278 0.099 0.533 -0.278 0.00
C -5.1961 -13.4121 5.3844 -1.608 1.787 -1.075 0.00
C -8.4470 -19.2593 7.2420 0.354 0.395 -1.596 0.00
C -3.4784 -12.7544 9.8250 -0.375 -0.832 -0.088 0.00
O -3.4837 -20.6182 7.6109 -0.244 -0.063 0.325 0.00
H -1.3187 -13.9726 7.4693 -1.560 -0.071 0.769 0.00
C -3.4860 -14.4293 7.5664 -0.411 -1.495 0.287 0.00
C -2.4843 -16.8417 10.3509 0.984 0.076 1.052 0.00
O -4.6295 -18.6469 2.3590 -0.364 0.784 -0.766 0.00
H -4.9252 -12.9104 6.2835 0.242 0.370 0.424 0.00
C -4.6545 -14.2653 8.3413 0.424 0.992 0.063 0.00
C -1.7923 -14.1043 4.6892 0.731 0.863 -0.431 0.00
H -2.6134 -13.5403 4.3114 -0.789 -0.089 -0.205 0.00
C -2.0462 -15.8140 12.4527 0.770 -0.352 0.122 0.00
O -3.9366 -18.1183 4.4455 -0.267 0.178 -0.591 0.00
H -4.6668 -16.2694 3.7823 -0.242 -0.017 -0.395 0.00
H -7.3237 -12.9579 2.8094 -0.188 -0.071 -0.922 0.00
H -6.3778 -18.3985 4.1650 0.031 0.232 -0.357 0.00
O -4.3231 -18.0677 8.7317 -1.276 0.820 0.282 0.00
H -8.9526 -19.3941 8.1572 -0.638 -0.410 0.779 0.00
P -3.5708 -15.6408 6.1275 -0.552 0.812 1.495 0.00
H -6.2193 -15.1879 2.1279 -0.218 -0.323 -0.479 0.00
H -5.3555 -16.3053 12.0464 0.534 -0.342 0.130 0.00
C -0.8522 -15.8445 6.0385 2.506 0.152 -0.058 0.00
O -6.0265 -17.3672 10.1035 0.360 -0.361 -1.154 0.00
H -6.4724 -11.7469 4.8177 0.193 -1.193 -0.659 0.00
H -5.5595 -14.7915 8.1254 -0.387 -0.392 -0.401 0.00
C -1.9307 -15.2437 5.4572 -1.408 -0.212 0.412 0.00
Tm -3.8773 -18.6566 6.6173 0.753 0.189 1.167 2.01
C 0.4332 -15.2464 5.7794 -0.607 -2.861 1.566 0.00
C -4.7267 -14.6694 5.1174 0.545 -0.436 0.052 0.00
C -1.5677 -16.3511 11.2959 -0.396 -0.436 -1.499 0.00
C 0.5735 -14.1746 4.9910 0.456 1.129 -0.356 0.00
H -1.3211 -12.6873 9.5109 -1.024 -0.321 -0.289 0.00
C -3.3686 -15.8113 12.7855 -0.020 0.384 0.137 0.00
H -4.6664 -21.1720 1.9607 -0.033 -0.703 1.125 0.00
H -4.2005 -23.8216 5.4172 0.172 -2.529 0.934 0.00
O -1.8696 -17.8528 6.9091 -0.021 0.351 -0.001 0.00
C -4.8393 -17.4495 9.7606 -0.177 -0.787 -0.257 0.00
C -0.8184 -17.1067 6.9133 0.943 -0.910 -0.483 0.00
H -8.7289 -19.0200 3.8693 -0.338 0.560 -0.377 0.00
```
Forces are in eV/Å.